Record 1
The following is a DFT calculation (ωB97M-V/def2-TZVPD) of C29H34BF2I2N7Rb as an isolated structure in a non-equilibrium geometry.

Properties
Kohn-Sham gap ... 6.63 eV
Maximum force ... 3.34 eV/Å
DFT total energy ... -2353.03762 Ha
Total charge ... -1

XYZ file:
```
76
C29H34BF2I2N7Rb | the Open Molecules 2025 dataset | ωB97M-V/def2-TZVPD
Rb -0.003 -0.576 0.062
C 4.924 -1.673 -1.943
C 4.197 -2.046 -0.623
C 2.780 -2.599 -0.922
C 4.099 -0.813 0.229
C 5.187 0.103 0.509
C 4.638 1.096 1.291
N 3.291 0.848 1.427
N 2.990 -0.303 0.723
B 2.393 1.653 2.357
N 1.496 0.800 3.269
C 1.242 1.082 4.599
C 0.347 0.164 5.102
C 0.120 -0.739 3.995
N 0.812 -0.371 2.929
C -0.836 -1.889 4.066
C -2.136 -1.414 4.689
C -1.032 -2.488 2.692
N 1.522 2.659 1.582
C 1.704 4.020 1.483
C 0.819 4.526 0.531
C 0.047 3.392 0.097
N 0.473 2.294 0.702
C -1.032 3.466 -0.925
C -1.587 2.073 -1.229
C -0.560 4.251 -2.141
H 5.008 -2.583 -2.583
H 5.914 -1.272 -1.712
H 4.394 -0.937 -2.535
H 4.740 -2.807 -0.029
H 2.150 -1.789 -1.318
H 2.301 -2.966 0.014
H 2.838 -3.420 -1.670
H 6.239 -0.026 0.240
H 5.144 1.994 1.654
H 3.074 2.368 3.060
H 1.642 1.961 5.112
H -0.141 0.214 6.058
H -0.348 -2.618 4.744
H -2.626 -0.648 4.052
H -1.984 -0.937 5.668
H -2.833 -2.262 4.798
H -1.702 -1.882 2.072
H -1.424 -3.513 2.721
H -0.088 -2.612 2.102
H 2.489 4.510 2.048
H 0.724 5.573 0.159
H -1.826 4.089 -0.453
H -0.823 1.437 -1.689
H -2.422 2.131 -1.941
H -1.920 1.565 -0.312
H 0.403 3.886 -2.495
H -0.500 5.329 -1.881
H -1.313 4.096 -2.906
F 0.527 -0.845 -6.091
C -0.459 -0.843 -5.157
C -0.282 -1.768 -4.138
C -1.268 -1.877 -3.128
C -2.395 -0.984 -3.160
C -2.514 -0.164 -4.266
F -3.657 0.588 -4.377
C -1.589 -0.047 -5.291
C -3.469 -0.995 -2.108
C -4.812 -1.213 -2.495
C -5.763 -1.181 -1.506
C -5.436 -0.884 -0.176
C -4.103 -0.665 0.117
N -3.126 -0.777 -0.791
H 0.616 -2.401 -4.065
H -1.724 0.672 -6.110
H -5.065 -1.317 -3.541
H -6.801 -1.302 -1.749
H -6.203 -0.695 0.550
H -3.763 -0.465 1.128
I -1.100 -3.529 -1.769
I -0.618 -5.700 0.594
```

Results of the Löwdin charge analysis, in e, for atoms 1 through 5: Rb 0.645; C -0.070; C -0.352; C -0.105; C -0.296


Record 2
The following is a DFT calculation (ωB97M-V/def2-TZVPD) of C24H35ClIrSe3Te as an isolated structure in a non-equilibrium geometry.

Properties
Kohn-Sham gap (alpha / beta) ... 4.42 / 4.44 eV
2S+1 ... 2
Expectation value of S² ... 0.765
Energy relative to the best compared isomer or geometry (same formula, charge and spin) ... 74.93 kcal per mole
Maximum force ... 2.52 eV/Å
DFT total energy ... -8972.27976 Ha

XYZ file:
```
65
C24H35ClIrSe3Te | the Open Molecules 2025 dataset | ωB97M-V/def2-TZVPD
Ir 0.755 -1.071 -0.724
C 0.417 0.045 1.305
C 1.360 0.806 0.541
C 0.575 1.514 -0.482
C -0.746 1.036 -0.362
C -0.880 0.200 0.779
C -2.157 -0.118 1.503
C -2.205 -1.592 1.905
C -3.395 0.241 0.678
C -2.161 0.745 2.778
C 0.865 2.614 -1.493
C -0.434 3.377 -1.829
C 1.831 3.689 -0.986
C 1.395 2.034 -2.812
C 2.751 1.045 1.115
C 3.173 -0.078 2.077
C 3.861 1.140 0.058
C 2.676 2.317 1.984
H 0.635 -0.448 2.237
H -1.579 1.355 -0.957
H -2.335 -2.218 1.026
H -3.038 -1.763 2.583
H -1.286 -1.888 2.406
H -3.382 -0.250 -0.291
H -3.459 1.316 0.527
H -4.288 -0.084 1.208
H -1.356 0.448 3.447
H -3.109 0.621 3.298
H -2.035 1.799 2.533
H -0.943 3.695 -0.921
H -1.116 2.785 -2.433
H -0.178 4.266 -2.402
H 1.410 4.183 -0.111
H 1.959 4.435 -1.768
H 2.809 3.296 -0.745
H 0.713 1.283 -3.207
H 2.370 1.573 -2.688
H 1.493 2.827 -3.549
H 3.100 -1.059 1.613
H 2.589 -0.079 2.994
H 4.216 0.069 2.349
H 4.296 0.154 -0.115
H 4.653 1.802 0.394
H 3.498 1.492 -0.899
H 1.847 2.235 2.685
H 2.533 3.215 1.399
H 3.593 2.417 2.559
Se 2.581 -1.207 -2.141
Se 5.382 -2.955 0.992
Te 3.577 -4.021 -0.197
Se 1.505 -3.221 0.977
Cl -5.509 -4.306 0.062
C -4.019 -3.738 -0.605
C -4.021 -2.628 -1.438
C -2.825 -2.142 -1.927
C -1.605 -2.756 -1.612
C -0.336 -2.263 -2.162
C -1.646 -3.907 -0.814
C -2.832 -4.396 -0.310
H -4.956 -2.148 -1.688
H -2.836 -1.290 -2.592
H 0.310 -3.103 -2.436
H -0.490 -1.633 -3.041
H -0.728 -4.428 -0.591
H -2.838 -5.273 0.318
```

Results of the Löwdin charge analysis, in e, for atoms 1 through 5: Ir 0.697; C -0.165; C -0.249; C -0.131; C -0.028


Record 3
The following is a DFT calculation (ωB97M-V/def2-TZVPD) of a 2-piece molecular cluster, C3H7NO overall in a non-equilibrium geometry.

Properties
Kohn-Sham gap ... 8.52 eV
Energy relative to the best compared isomer or geometry (same formula, charge and spin) ... 123.34 kcal per mole
Maximum force ... 6.09 eV/Å
DFT total energy ... -248.32994 Ha
Structure (SMILES) ... C=NC.C=O

XYZ file:
```
12
C3H7NO | the Open Molecules 2025 dataset | ωB97M-V/def2-TZVPD
C 0.700 1.537 0.002
N 0.471 2.483 -0.925
C -0.783 3.112 -0.889
H -0.108 0.809 -0.232
H 1.469 1.423 0.802
H -1.384 3.003 -1.911
H -0.784 4.260 -0.720
H -1.557 2.669 -0.102
C 0.440 -4.914 1.042
O 1.561 -5.342 1.208
H -0.136 -4.253 1.723
H 0.111 -4.787 0.003
```

Results of the Löwdin charge analysis, in e, for atoms 1 through 5: C -0.021; N -0.140; C -0.259; H 0.069; H 0.078


Record 4
The following is a DFT calculation (ωB97M-V/def2-TZVPD) of C33H44ClNNiO3P2 as an isolated structure.

Properties
Kohn-Sham gap (alpha / beta) ... 7.40 / 7.62 eV
Energy relative to the best compared isomer or geometry (same formula, charge and spin) ... 0.00 kcal per mole
Maximum force ... 0.75 eV/Å
DFT total energy ... -4215.65983 Ha

XYZ file:
```
85
C33H44ClNNiO3P2 | the Open Molecules 2025 dataset | ωB97M-V/def2-TZVPD
Ni 0.166 -0.106 0.075
C 2.813 -0.218 -2.650
C 3.463 -0.444 -1.285
C 3.713 -1.930 -1.038
P 2.379 0.264 0.013
C 3.189 -0.043 1.633
C 2.369 0.640 2.727
C 4.657 0.371 1.683
C 2.376 2.040 -0.283
C 3.475 2.787 -0.696
C 3.343 4.125 -1.023
C 2.077 4.700 -0.964
C 0.974 3.974 -0.556
C 1.099 2.626 -0.173
N 0.035 1.825 0.214
C -1.117 2.371 0.765
C -1.163 3.580 1.480
C -2.353 4.054 1.996
C -3.544 3.353 1.832
C -3.509 2.140 1.168
C -2.318 1.638 0.656
P -2.071 0.023 -0.099
C -3.127 -1.231 0.738
C -2.949 -1.140 2.254
C -4.604 -1.273 0.345
C -2.630 0.106 -1.860
C -1.443 0.449 -2.762
C -3.785 1.080 -2.086
H 3.450 -0.626 -3.437
H 2.647 0.840 -2.856
H 1.851 -0.734 -2.696
H 4.412 0.098 -1.238
H 2.769 -2.479 -1.053
H 4.207 -2.118 -0.084
H 4.352 -2.332 -1.828
H 3.113 -1.126 1.767
H 2.392 1.726 2.607
H 2.788 0.400 3.707
H 1.329 0.312 2.710
H 4.767 1.441 1.491
H 5.267 -0.177 0.963
H 5.064 0.172 2.677
H 4.446 2.313 -0.779
H 4.199 4.702 -1.343
H 1.943 5.734 -1.258
H 0.000 4.442 -0.556
H -0.251 4.137 1.646
H -2.351 4.986 2.549
H -4.473 3.735 2.234
H -4.423 1.569 1.057
H -2.665 -2.168 0.401
H -3.396 -0.225 2.644
H -1.895 -1.158 2.531
H -3.445 -1.988 2.734
H -5.150 -0.415 0.740
H -5.061 -2.169 0.769
H -4.753 -1.306 -0.733
H -2.961 -0.911 -2.096
H -1.079 1.458 -2.555
H -1.744 0.403 -3.811
H -0.615 -0.246 -2.612
H -3.468 2.101 -1.870
H -4.648 0.862 -1.456
H -4.107 1.038 -3.128
C 3.282 -6.043 -1.068
C 3.574 -5.243 0.167
C 4.857 -5.120 0.669
C 5.103 -4.352 1.800
Cl 6.734 -4.202 2.393
C 4.075 -3.703 2.448
C 2.777 -3.814 1.957
C 2.531 -4.578 0.826
O 1.299 -4.747 0.264
C 0.204 -4.072 0.857
C 0.244 -2.557 0.647
O 0.147 -1.801 1.634
O 0.326 -2.112 -0.534
H 4.199 -6.455 -1.486
H 2.797 -5.421 -1.823
H 2.597 -6.863 -0.850
H 5.679 -5.618 0.171
H 4.276 -3.104 3.326
H 1.984 -3.271 2.451
H 0.132 -4.289 1.924
H -0.680 -4.464 0.357
```

Results of the Löwdin charge analysis, in e, for atoms 1 through 5: Ni 0.273; C -0.101; C -0.516; C -0.094; P 1.098


Record 5
The following is a DFT calculation (ωB97M-V/def2-TZVPD) of a 2-piece molecular cluster, C4H8N2O overall in a non-equilibrium geometry.

Properties
Kohn-Sham gap ... 9.37 eV
Energy relative to the best compared isomer or geometry (same formula, charge and spin) ... 52.44 kcal per mole
Maximum force ... 1.11 eV/Å
DFT total energy ... -341.92008 Ha
Structure (SMILES) ... CC(=O)C#N.CN

XYZ file:
```
15
C4H8N2O | the Open Molecules 2025 dataset | ωB97M-V/def2-TZVPD
C 2.675 0.655 -0.367
C 1.381 -0.094 -0.524
O 0.929 -0.486 -1.567
C 0.759 -0.329 0.812
N 0.630 -0.441 1.961
H 3.319 0.102 0.325
H 3.159 0.773 -1.336
H 2.475 1.631 0.089
C -2.496 0.220 0.172
N -1.486 -0.799 -0.064
H -2.528 0.902 -0.683
H -2.210 0.804 1.054
H -3.510 -0.174 0.337
H -1.649 -1.314 -0.921
H -1.447 -1.452 0.711
```

Results of the Löwdin charge analysis, in e, for atoms 1 through 5: C -0.016; C -0.442; O 0.104; C -0.189; N 0.165


Record 6
The following is a DFT calculation (ωB97M-V/def2-TZVPD) of one molecule with the formula C3H4N2O.

Properties
Kohn-Sham gap ... 9.88 eV
Energy relative to the best compared isomer or geometry (same formula, charge and spin) ... 51.53 kcal per mole
Maximum force ... 0.83 eV/Å
DFT total energy ... -301.40511 Ha
Structure (SMILES) ... N=C=C(N)C=O

XYZ file:
```
10
C3H4N2O | the Open Molecules 2025 dataset | ωB97M-V/def2-TZVPD
N -1.034 2.045 0.584
C -0.505 1.024 0.214
C 0.136 -0.124 -0.031
N 1.549 -0.052 -0.196
C -0.730 -1.307 0.001
O -1.933 -1.239 0.171
H -1.221 2.797 -0.066
H 2.085 -0.510 0.530
H 1.871 -0.350 -1.108
H -0.218 -2.287 -0.099
```

Results of the Löwdin charge analysis, in e, for atoms 1 through 5: N 0.210; C -0.076; C -0.311; N 0.050; C -0.254


Record 7
The following is a DFT calculation (ωB97M-V/def2-TZVPD) of a 2-piece molecular cluster, C3H5NOS overall in a non-equilibrium geometry.

Properties
Kohn-Sham gap (alpha / beta) ... 5.71 / 5.73 eV
Energy relative to the best compared isomer or geometry (same formula, charge and spin) ... 164.96 kcal per mole
Maximum force ... 4.28 eV/Å
DFT total energy ... -645.24880 Ha

XYZ file:
```
11
C3H5NOS | the Open Molecules 2025 dataset | ωB97M-V/def2-TZVPD
C -0.313 1.550 1.176
C 0.771 0.992 1.442
C -0.517 -0.532 -1.498
N 1.693 0.157 1.244
O -0.837 -0.503 -0.162
S -0.423 -1.887 0.642
H -1.036 2.281 0.978
H -0.963 0.408 -1.957
H -0.950 -1.460 -2.069
H 0.618 -0.479 -1.760
H 1.957 -0.528 1.966
```

Results of the Löwdin charge analysis, in e, for atoms 1 through 5: C 0.166; C -0.349; C -0.276; N 0.115; O -0.762